# 1
{"formula": "C6H13P", "method": "ωB97M-V/def2-TZVPD", "symbols": ["C", "H", "H", "H", "C", "C", "H", "C", "H", "H", "H", "H", "H", "H", "C", "H", "C", "P", "H", "H"], "coordinates": [[2.7685, -1.2470, -0.9378], [2.6427, -1.3318, 0.0784], [-3.1608, -1.0555, 1.0187], [0.7616, 0.9996, 2.3929], [-2.4425, -0.0538, -1.0462], [0.3569, 1.9187, -0.4546], [-0.4894, 2.2888, -0.8621], [0.8362, 0.1071, 1.8427], [-3.3478, 0.5598, -1.1840], [1.3157, 2.1375, -0.9327], [0.3415, 2.4666, 0.5728], [-2.1174, -2.0043, -0.2147], [0.4973, -0.8717, 2.2160], [-1.9750, -0.4136, -2.0181], [-2.4318, -0.9860, 0.1806], [2.1981, -1.9313, -1.5034], [-1.5066, 0.1276, 0.2149], [0.2595, 0.1014, 0.1103], [3.6263, -0.6719, -1.2204], [1.8673, -0.1404, 1.7466]], "forces_ev_per_a": [[0.281, 0.505, -0.445], [-0.165, -0.320, 2.166], [-0.030, 0.232, -1.178], [-0.709, 0.806, 0.963], [0.217, 0.373, 1.041], [3.421, -0.844, 4.503], [-2.552, 0.654, -2.090], [0.335, -2.034, -1.479], [0.798, 0.043, 0.154], [-0.430, 0.135, -0.196], [0.394, -0.652, -1.587], [0.038, 1.024, 1.266], [-0.619, 0.744, 0.646], [-0.651, 0.276, 1.526], [-0.281, -2.228, -0.709], [-0.137, -0.341, -0.946], [-0.074, -0.532, -1.942], [-1.163, 1.831, -0.957], [0.054, 0.081, -0.706], [1.273, 0.248, -0.031]], "relative_energy_kcal_mol": 128.43, "total_energy_ha": -577.53112, "spin_multiplicity": 1, "charge": 0, "mol_weight_g_mol": 116.1, "homo_energy_ev": [-7.47, -8.09], "orbital_gap_ha": [0.2835, 0.2883]}

# 2
{"formula": "C29H59O6PS", "method": "ωB97M-V/def2-TZVPD", "symbols": ["H", "O", "H", "H", "C", "H", "H", "C", "H", "H", "C", "C", "H", "H", "O", "C", "H", "H", "H", "C", "H", "C", "H", "C", "C", "C", "H", "H", "C", "H", "H", "C", "C", "H", "C", "H", "H", "P", "H", "C", "C", "H", "H", "H", "H", "H", "H", "H", "H", "H", "H", "O", "C", "H", "O", "H", "H", "H", "H", "C", "O", "C", "C", "H", "C", "H", "C", "H", "H", "H", "O", "C", "H", "H", "H", "H", "H", "C", "H", "H", "H", "C", "H", "H", "H", "H", "C", "H", "H", "C", "H", "C", "H", "S", "H", "C"], "coordinates": [[0.6970, 5.1984, 6.1663], [-1.2994, -4.9616, -7.4006], [-0.4615, -6.1843, -4.8459], [1.7709, 3.0770, -2.1498], [-2.0383, 2.1506, 5.8450], [0.0793, -0.8146, -3.3815], [2.2260, -3.9906, 0.4673], [0.9317, -3.1954, 2.0022], [1.6544, -5.5686, -6.2970], [-3.0959, -2.1573, -0.6514], [1.4921, 5.8809, -1.9254], [0.0497, 4.3847, 6.5142], [0.6003, 5.6203, -3.8632], [0.4773, 3.4655, 6.0992], [-0.8012, -0.3740, -6.6785], [0.3210, -0.6850, 2.0444], [1.9784, 3.8957, -4.5282], [-1.9829, -4.4602, -3.5024], [-0.4778, 3.4755, 8.4129], [0.4144, -3.7668, -5.9920], [2.3778, 5.2739, -2.1361], [0.1181, 4.3136, 8.0404], [-0.5450, 3.8717, -1.6282], [-2.1914, -5.4152, -2.8755], [1.3731, -4.8854, -5.4016], [0.9508, 2.9452, -2.8617], [-0.9769, -2.3174, 1.5360], [-2.6773, -2.7226, -2.4122], [1.4819, -3.1973, 0.5829], [0.3152, 0.3242, 4.6603], [-2.5270, 3.5379, 7.4171], [-0.1453, -2.1332, 2.2269], [-0.1323, 4.0009, -2.6348], [0.4877, -4.1626, -2.8623], [1.1678, 5.8153, -0.4395], [0.5992, -0.5192, 0.9980], [2.0246, 6.1567, 0.1484], [1.6940, -1.3111, -4.7490], [-0.7664, -5.4517, -1.0268], [0.4411, -5.3028, -2.8941], [-2.3887, 3.5495, 6.3317], [0.2908, 6.4441, 8.3992], [0.5233, 1.9588, -2.6547], [-0.5303, -0.0209, 2.2368], [0.3168, 6.4586, -0.1995], [-1.1002, 1.7944, 6.2765], [2.3625, -4.5151, -4.9798], [2.3722, -0.8748, 2.7280], [-2.7229, -4.9737, -0.1221], [2.2452, 2.1573, -4.3937], [1.7661, 0.7666, 2.6821], [0.6790, -0.1955, -3.8742], [0.5232, -2.3719, -5.7562], [-1.7214, 5.5899, 6.2323], [2.6472, -0.2904, -5.7621], [0.4971, -4.1798, 2.2094], [0.9332, 4.7975, -0.1202], [-1.9483, 2.1304, 4.7552], [3.3639, -0.8140, -6.1846], [1.4972, 2.9466, -4.2793], [-3.3968, -5.3468, -2.0889], [1.1628, -0.3244, 4.4223], [-0.3273, 5.6011, 8.7200], [-3.3558, 3.8368, 5.9047], [-0.8671, -5.8601, -2.0870], [0.6986, 2.7638, -5.0034], [-0.6044, -1.6036, -6.5732], [-2.3814, -6.2363, -3.6711], [1.9683, -2.2505, 0.3366], [0.6832, -3.3746, -0.1436], [-1.4097, -2.5841, -7.2754], [0.3247, 5.4520, -2.8167], [-0.7908, -7.0142, -2.0489], [-2.8230, 1.4447, 6.1317], [-0.9636, 3.8121, -3.3244], [-1.5334, -3.0620, -1.0163], [-0.5601, -2.2593, 3.2327], [1.4897, -0.2623, 2.9369], [2.0209, 0.0125, 5.0106], [-1.2738, 4.6290, 4.8415], [-0.2331, 5.5069, 9.8055], [-1.3520, 4.6027, 5.9350], [0.9216, -1.3405, 4.7424], [1.7620, 6.9118, -2.1796], [-0.5304, 6.1108, -2.6226], [1.1534, 4.1055, 8.3321], [-3.2985, -4.4378, -0.9699], [-1.3713, 5.8350, 8.4988], [1.7516, -3.0684, 2.7147], [-2.6588, -3.0025, -1.2926], [1.3473, -5.7250, -2.3167], [-0.8602, -3.8715, -6.9513], [1.1796, -6.8310, -4.3423], [2.7365, -2.2373, -3.4097], [-4.3700, -4.2425, -0.5862], [0.5507, -5.8586, -4.3946]], "forces_ev_per_a": [[-0.029, -0.040, 0.044], [1.607, 5.092, 1.834], [1.610, 0.856, 0.608], [-0.026, 0.039, 0.029], [-0.135, -0.117, 0.105], [0.636, 0.808, -0.355], [-0.055, 0.070, -0.092], [-0.178, -0.043, -0.064], [-0.534, 1.181, 1.282], [0.437, -1.385, -1.036], [-0.117, 0.082, -0.063], [0.017, -0.120, -0.062], [-0.032, -0.030, 0.045], [-0.031, 0.045, -0.004], [0.750, -5.525, 0.425], [0.041, -0.006, -0.111], [-0.034, -0.030, -0.009], [-0.391, -1.215, 1.263], [0.003, -0.009, -0.046], [0.566, 3.693, 0.856], [-0.047, -0.005, -0.031], [0.129, 0.085, -0.084], [0.005, 0.039, -0.041], [0.632, -1.010, -0.837], [-1.387, -1.348, -1.471], [-0.210, 0.002, 0.022], [0.046, -0.018, 0.015], [-0.389, -0.442, 1.840], [0.200, -0.083, 0.046], [0.008, -0.073, 0.011], [0.028, 0.035, -0.024], [-0.026, 0.021, 0.145], [-0.011, 0.019, 0.135], [-0.153, -1.490, -0.035], [0.184, 0.028, 0.085], [-0.028, -0.018, 0.035], [-0.111, -0.028, 0.029], [0.404, 2.084, 1.132], [-0.428, -0.533, -1.405], [-0.177, -0.912, 0.468], [0.010, 0.094, -0.132], [-0.071, -0.017, 0.001], [0.065, 0.112, 0.017], [0.059, -0.028, 0.004], [0.011, -0.073, 0.013], [-0.026, 0.001, -0.045], [-1.724, -0.005, -0.372], [-0.040, 0.001, -0.036], [-0.812, 1.048, -1.204], [-0.074, 0.077, -0.092], [0.006, -0.088, -0.024], [1.006, -2.525, -2.194], [-1.259, -0.974, -1.469], [0.043, -0.039, -0.018], [-2.173, -1.913, 1.266], [0.035, 0.069, 0.048], [-0.019, 0.051, 0.003], [0.049, -0.020, 0.045], [-0.584, 0.233, 0.544], [0.201, -0.116, -0.032], [1.130, 0.998, -0.055], [0.174, 0.031, 0.084], [-0.039, -0.056, 0.187], [0.058, 0.009, 0.066], [0.943, 0.244, -0.937], [0.059, 0.015, 0.008], [-0.074, 2.676, -0.266], [0.064, 1.368, 1.363], [-0.044, -0.056, -0.052], [0.043, 0.046, -0.022], [2.257, -0.938, 1.818], [0.031, -0.006, -0.095], [-0.254, 1.874, 0.063], [0.100, -0.013, -0.070], [0.062, -0.014, 0.021], [-1.698, 0.248, -0.495], [0.009, 0.030, -0.052], [-0.111, 0.086, -0.056], [-0.111, -0.029, 0.028], [-0.018, -0.015, 0.064], [-0.024, 0.090, -0.077], [-0.033, 0.087, 0.058], [-0.019, 0.053, 0.012], [0.009, -0.082, -0.016], [0.064, -0.020, 0.003], [-0.082, -0.040, -0.031], [-0.603, 0.668, 0.880], [0.061, 0.026, 0.009], [-0.036, 0.029, 0.012], [1.392, -0.231, 0.096], [-1.236, 0.992, -0.907], [-0.607, -3.756, -1.136], [-1.080, 1.520, -0.130], [-0.183, -0.144, -0.799], [1.620, -0.645, -0.770], [0.696, -0.630, 0.184]], "relative_energy_kcal_mol": 93.32, "total_energy_ha": -2331.30312, "spin_multiplicity": 1, "smiles": "CCOCCCCCC1=C(P(O)(O)=S)C(=O)OC1=O.CCCCCC.CCCCCC.CCCCCC", "charge": 0, "mol_weight_g_mol": 566.8, "homo_energy_ev": -9.75, "orbital_gap_ha": 0.2881}

# 3
{"formula": "C5H18Si3", "method": "ωB97M-V/def2-TZVPD", "symbols": ["H", "H", "H", "C", "H", "H", "H", "H", "H", "H", "H", "C", "C", "H", "H", "H", "Si", "H", "H", "H", "H", "Si", "Si", "H", "C", "C"], "coordinates": [[1.1266, -2.9974, -1.2756], [1.0877, 1.0501, 4.8453], [-1.8196, 1.5240, -2.4614], [0.4531, -0.9409, -1.8047], [1.9015, 0.4626, 0.6926], [-3.2212, 1.5121, 1.4423], [0.1089, 1.7432, -2.4936], [3.2022, 0.7187, 4.4639], [-1.7837, -1.0038, 1.0670], [1.8891, -1.1431, 3.9917], [1.2451, 2.2656, 1.9504], [-2.3345, 1.5551, 0.8915], [-0.8102, 1.0938, -2.5857], [1.4633, -0.4772, -1.4913], [-1.6145, -0.7267, -2.0537], [-0.0508, -2.2816, -0.1142], [2.0060, 0.3885, 3.8156], [0.6745, -1.1746, -2.8883], [-2.7589, 1.7800, -0.1534], [-1.7121, 2.5264, 1.0178], [-0.7091, 0.7708, -3.6255], [0.9729, 0.8612, 1.7007], [-1.0771, 0.1899, 0.7060], [-0.5674, -2.8686, -1.6216], [-0.7658, -0.1058, -1.6006], [0.2336, -2.3385, -1.1389]], "forces_ev_per_a": [[-0.550, 0.568, 0.401], [0.078, -0.413, -0.574], [0.824, 0.723, -0.211], [2.090, -1.548, -0.045], [0.852, -0.267, -0.802], [-0.859, -0.200, 1.590], [-1.369, 0.027, 0.406], [1.920, 0.665, -0.156], [0.070, -1.008, 0.495], [0.082, 0.899, 0.078], [-0.559, 0.941, -0.545], [1.774, 2.746, -3.234], [0.765, 0.205, 1.037], [-1.674, -0.461, 0.026], [0.600, 0.428, 1.544], [0.111, 0.105, 0.983], [-3.078, -1.952, 0.375], [-0.607, 0.452, 0.708], [0.650, -0.601, 1.055], [-1.325, -1.337, 0.420], [-0.313, -0.509, 0.067], [0.564, -0.352, 1.017], [-0.303, 0.661, -2.908], [-0.545, -0.070, -0.423], [-0.844, 0.220, -0.091], [1.648, 0.077, -1.214]], "relative_energy_kcal_mol": 35.62, "total_energy_ha": -1069.63158, "spin_multiplicity": 1, "charge": 0, "mol_weight_g_mol": 162.5, "homo_energy_ev": -9.16, "orbital_gap_ha": 0.3364}

# 4
{"formula": "C29H23N3O2RhS3", "method": "ωB97M-V/def2-TZVPD", "symbols": ["Rh", "S", "C", "H", "C", "N", "H", "C", "C", "C", "C", "H", "H", "N", "C", "C", "H", "H", "C", "H", "H", "C", "C", "C", "H", "H", "H", "H", "C", "C", "C", "C", "H", "C", "C", "S", "C", "C", "N", "H", "C", "S", "C", "H", "C", "C", "H", "H", "H", "C", "O", "H", "C", "C", "C", "H", "H", "H", "H", "C", "O"], "coordinates": [[0.2589, 0.4640, 0.5343], [1.5072, 2.2870, 0.8773], [3.2085, -0.0848, -4.1336], [2.4637, -1.1306, 1.9246], [-4.5458, 2.8871, 0.3665], [-1.1068, -0.6685, -0.5419], [3.8798, -2.0366, -1.4535], [0.4870, 2.1752, 3.4702], [2.2934, -3.2543, 0.2831], [5.6787, 1.6868, 0.3776], [1.7079, 0.3970, -2.3140], [5.9151, 1.2204, 3.7216], [0.8871, 4.9328, 1.5338], [-2.3750, -0.2083, -0.8291], [3.9357, 0.1717, 1.1434], [4.5794, 0.8932, 0.1107], [7.0394, 2.4405, 1.8681], [1.6594, 1.3968, -4.2093], [0.1428, -4.0420, -1.1762], [6.1439, 2.2320, -0.4355], [-3.7932, 3.6140, 0.0719], [0.6963, 0.6667, 3.6134], [2.8005, -0.6719, 1.0013], [0.8058, 2.9600, 2.3514], [2.9077, -5.2650, 0.3298], [4.2019, 0.8501, -0.9004], [4.6570, -1.6254, -3.7447], [-1.7034, -2.3337, -1.5360], [3.8244, -1.0556, -3.3502], [-0.2512, 4.1784, 4.6263], [2.1626, -4.5662, -0.0213], [4.4601, 0.3206, 2.4503], [0.8825, 0.9750, -1.9139], [0.2440, -2.6856, -0.7732], [5.5549, 1.1195, 2.7048], [-1.7536, 1.7432, 0.9350], [3.3802, -1.2904, -2.0604], [0.0798, 4.9517, 3.5217], [1.3989, -2.2861, -0.0965], [3.5555, 0.1037, -5.1420], [-0.8830, -1.8736, -0.9934], [-4.3680, 1.3595, -0.5727], [6.1828, 1.8089, 1.6696], [0.9484, -6.0097, -1.1315], [-2.7178, 0.8546, -0.1807], [1.0603, -4.9789, -0.8240], [-0.2350, 2.1986, 5.4637], [-0.6712, 4.6409, 5.5114], [3.9534, -0.1798, 3.2683], [0.6171, 4.3449, 2.4023], [1.0962, 0.2783, 4.7106], [-0.7325, -4.3149, -1.7518], [-0.0263, 2.8134, 4.5985], [2.3187, -0.5634, -1.5177], [2.1496, 0.6388, -3.6112], [-4.4730, 2.7015, 1.4352], [-0.0808, 6.0231, 3.5314], [-5.5396, 3.2649, 0.1257], [3.1462, -2.8880, 0.8341], [1.8593, -0.8564, -0.0945], [0.4288, -0.1059, 2.6304]], "forces_ev_per_a": [[-0.126, -0.141, 0.103], [0.079, 0.144, 0.067], [0.009, -0.007, 0.030], [-0.020, 0.023, 0.011], [0.007, -0.047, -0.013], [0.128, 0.007, -0.022], [-0.008, -0.004, 0.009], [-0.043, 0.035, -0.008], [-0.003, -0.001, 0.017], [0.008, 0.003, 0.041], [0.022, 0.001, -0.014], [-0.001, -0.002, -0.003], [-0.004, 0.002, 0.002], [-0.151, -0.044, -0.009], [0.070, -0.040, -0.041], [-0.024, 0.026, -0.022], [0.002, 0.003, 0.001], [0.000, -0.001, 0.004], [-0.040, 0.031, -0.003], [0.000, 0.000, 0.001], [-0.007, 0.013, 0.006], [0.082, -0.057, -0.036], [-0.002, 0.080, -0.043], [-0.012, -0.018, 0.001], [-0.001, 0.007, -0.001], [0.028, 0.014, 0.038], [0.002, 0.003, -0.001], [0.011, -0.023, 0.006], [-0.020, 0.006, 0.006], [0.003, -0.021, 0.033], [-0.052, -0.017, -0.034], [0.012, 0.003, 0.024], [-0.012, 0.007, -0.015], [0.032, -0.015, -0.024], [-0.003, -0.001, -0.003], [-0.029, -0.008, -0.027], [-0.014, -0.053, -0.047], [0.012, 0.021, -0.037], [0.001, 0.041, -0.013], [-0.002, -0.002, -0.001], [-0.017, -0.014, 0.038], [-0.029, 0.028, 0.023], [-0.033, -0.021, -0.036], [-0.002, 0.009, 0.004], [0.139, 0.066, -0.056], [0.043, -0.017, 0.021], [-0.003, 0.004, -0.001], [-0.004, -0.005, -0.001], [0.011, -0.001, -0.006], [-0.010, -0.032, -0.034], [-0.020, 0.001, 0.000], [0.004, 0.004, 0.002], [0.011, -0.001, -0.003], [-0.037, 0.042, 0.044], [0.002, -0.006, 0.022], [0.003, 0.012, 0.004], [0.006, 0.000, 0.000], [0.003, -0.008, -0.002], [-0.004, 0.018, -0.007], [0.020, -0.034, 0.030], [-0.017, -0.013, -0.025]], "relative_energy_kcal_mol": 5.16, "total_energy_ha": -2738.76960, "spin_multiplicity": 5, "charge": -1, "mol_weight_g_mol": 644.6, "homo_energy_ev": [-3.45, -5.03], "orbital_gap_ha": [0.2241, 0.2296], "s2": 6.08}

Q: Which value of charge does entry 3 give?
A: 0

Q: What is the formula in the second record?
A: C29H59O6PS

Q: What is the charge in the first record?
A: 0